No. 1
This record from the Open Molecules 2025 dataset describes 2 unconnected molecules or ions with the total composition C46H55N5OP in a non-equilibrium geometry. The level of theory is ωB97M-V/def2-TZVPD.

Results
charge = +1
spin multiplicity = 1
HOMO = -8.93 eV
total energy = -67374.285 eV

Positions of all 108 atoms, in Å:
C (-0.54, -5.01, -4.60)
N (-1.68, -4.59, -3.81)
C (-2.91, -5.28, -4.14)
C (-1.61, -3.51, -2.98)
C (-2.71, -3.12, -2.16)
C (-2.64, -1.96, -1.40)
C (-1.49, -1.14, -1.42)
P (-1.54, 0.48, -0.59)
C (-0.23, 1.36, -1.56)
C (-0.35, 1.62, -2.94)
C (0.68, 2.18, -3.68)
C (1.91, 2.50, -3.06)
N (2.96, 2.96, -3.80)
C (4.21, 3.36, -3.20)
C (2.81, 3.28, -5.20)
C (2.02, 2.30, -1.65)
C (0.96, 1.77, -0.93)
C (-3.03, 1.20, -1.46)
C (-3.72, 2.30, -0.91)
C (-4.71, 2.97, -1.62)
C (-5.02, 2.59, -2.96)
N (-5.86, 3.33, -3.74)
C (-6.08, 3.01, -5.14)
C (-6.69, 4.39, -3.20)
C (-4.39, 1.44, -3.49)
C (-3.43, 0.76, -2.75)
C (-0.37, -1.59, -2.13)
C (-0.43, -2.73, -2.92)
H (0.36, -5.06, -3.99)
H (-0.76, -6.00, -5.00)
H (-0.35, -4.32, -5.44)
H (-3.70, -5.07, -3.41)
H (-3.27, -5.00, -5.14)
H (-2.71, -6.36, -4.14)
H (-3.62, -3.72, -2.13)
H (-3.50, -1.68, -0.80)
H (-1.27, 1.38, -3.47)
H (0.53, 2.36, -4.74)
H (4.53, 2.62, -2.46)
H (4.96, 3.41, -4.00)
H (4.15, 4.35, -2.72)
H (2.36, 2.45, -5.76)
H (2.18, 4.18, -5.36)
H (3.81, 3.48, -5.60)
H (2.95, 2.56, -1.14)
H (1.06, 1.67, 0.16)
H (-3.46, 2.64, 0.09)
H (-5.23, 3.81, -1.17)
H (-5.13, 2.90, -5.67)
H (-6.65, 2.08, -5.26)
H (-6.64, 3.83, -5.58)
H (-6.11, 5.03, -2.53)
H (-7.06, 4.98, -4.05)
H (-7.55, 3.99, -2.65)
H (-4.63, 1.08, -4.49)
H (-2.95, -0.10, -3.21)
H (0.56, -1.02, -2.11)
H (0.44, -3.01, -3.52)
C (3.62, -0.99, 7.21)
N (3.25, -0.58, 5.88)
C (4.19, -0.12, 4.99)
O (5.38, 0.06, 5.23)
C (3.47, 0.13, 3.66)
C (4.09, -0.66, 2.51)
C (5.45, -0.13, 2.11)
C (6.54, -1.01, 2.00)
C (7.81, -0.51, 1.70)
C (7.98, 0.86, 1.46)
C (6.89, 1.73, 1.52)
C (5.62, 1.23, 1.83)
N (2.09, -0.25, 3.96)
C (1.13, -0.15, 3.01)
C (-0.18, -0.60, 3.14)
C (-1.22, -0.47, 2.21)
C (-2.53, -0.99, 2.54)
C (-3.67, -0.75, 1.71)
C (-4.93, -1.26, 2.01)
C (-5.15, -1.97, 3.20)
C (-4.07, -2.20, 4.06)
C (-2.79, -1.76, 3.72)
C (1.93, -0.83, 5.32)
C (1.66, -2.34, 5.26)
C (0.88, -0.12, 6.19)
H (4.69, -0.81, 7.36)
H (3.05, -0.43, 7.96)
H (3.42, -2.06, 7.36)
H (3.52, 1.22, 3.45)
H (4.18, -1.72, 2.83)
H (3.40, -0.63, 1.66)
H (6.38, -2.07, 2.19)
H (8.66, -1.19, 1.65)
H (8.98, 1.26, 1.23)
H (7.01, 2.80, 1.34)
H (4.75, 1.89, 1.87)
H (1.45, 0.32, 2.07)
H (-0.39, -1.09, 4.09)
H (-1.02, 0.12, 1.29)
H (-3.54, -0.13, 0.82)
H (-5.76, -1.09, 1.32)
H (-6.15, -2.33, 3.45)
H (-4.24, -2.73, 5.00)
H (-1.98, -2.01, 4.41)
H (2.50, -2.85, 4.75)
H (1.57, -2.74, 6.28)
H (0.74, -2.56, 4.71)
H (1.21, 0.91, 6.39)
H (-0.09, -0.09, 5.70)
H (0.78, -0.66, 7.14)

No. 2
This record from the Open Molecules 2025 dataset describes a molecular structure, C46H56As2N2O9PbSSiTe in a non-equilibrium geometry. The level of theory is ωB97M-V/def2-TZVPD.

Results
charge = -2
energy above the lowest of the compared OMol25 structures with the same formula, charge and spin = 0.0 kcal per mole
spin multiplicity = 1
HOMO = -0.96 eV
total energy = -222951.230 eV

Positions of all 119 atoms, in Å:
Pb (-0.12, -0.40, 0.07)
O (-5.16, 4.37, -3.30)
C (-4.41, 4.57, -2.10)
C (-3.70, 3.30, -1.73)
C (-3.72, 2.84, -0.42)
C (-2.98, 1.71, -0.10)
N (-2.27, 1.03, -0.99)
C (-2.24, 1.47, -2.26)
C (-2.94, 2.61, -2.65)
C (-1.37, 0.76, -3.22)
C (-1.69, 0.68, -4.58)
C (-0.82, 0.06, -5.45)
C (-1.15, -0.11, -6.91)
O (-2.55, -0.13, -7.19)
C (0.37, -0.45, -4.94)
C (0.60, -0.36, -3.58)
N (-0.25, 0.21, -2.74)
H (-5.60, 5.19, -3.52)
H (-5.08, 4.87, -1.28)
H (-3.67, 5.36, -2.25)
H (-4.29, 3.35, 0.34)
H (-2.97, 1.31, 0.91)
H (-2.88, 2.96, -3.67)
H (-2.63, 1.08, -4.93)
H (-0.68, -1.03, -7.28)
H (-0.75, 0.73, -7.49)
H (-2.97, -0.70, -6.54)
H (1.10, -0.92, -5.60)
H (1.50, -0.77, -3.13)
O (4.54, -1.53, 1.79)
As (2.79, -1.04, 2.19)
O (2.27, -2.42, 2.86)
O (2.24, -0.66, 0.66)
C (3.44, 0.66, 2.93)
C (4.64, 1.17, 2.46)
C (4.98, 2.50, 2.69)
C (4.12, 3.33, 3.38)
C (2.93, 2.84, 3.88)
C (2.60, 1.51, 3.65)
S (1.12, 0.74, 4.27)
O (0.21, 1.76, 4.75)
O (1.59, -0.18, 5.28)
O (0.67, 0.10, 3.02)
H (4.43, -2.44, 1.50)
H (5.30, 0.51, 1.91)
H (5.92, 2.89, 2.30)
H (4.39, 4.37, 3.55)
H (2.24, 3.46, 4.43)
C (3.19, 4.39, -0.25)
C (3.92, 3.16, -0.78)
As (2.70, 1.71, -1.39)
C (2.50, 2.49, -3.25)
C (3.52, 2.11, -4.32)
C (4.10, 0.32, -1.67)
C (5.55, 0.70, -1.95)
H (3.90, 5.16, 0.05)
H (2.58, 4.12, 0.61)
H (2.52, 4.82, -1.01)
H (4.53, 2.74, 0.02)
H (4.59, 3.44, -1.60)
H (2.49, 3.58, -3.13)
H (1.50, 2.21, -3.60)
H (4.51, 2.51, -4.09)
H (3.23, 2.51, -5.30)
H (3.59, 1.03, -4.42)
H (3.74, -0.36, -2.44)
H (4.05, -0.24, -0.73)
H (5.70, 1.12, -2.95)
H (6.18, -0.18, -1.86)
H (5.92, 1.43, -1.23)
C (-1.12, 3.55, 2.29)
C (-0.39, 3.48, 0.98)
O (0.41, 2.61, 0.71)
C (-0.64, 4.56, -0.03)
C (-1.20, 5.79, 0.28)
C (-1.34, 6.77, -0.70)
C (-0.95, 6.51, -2.00)
C (-0.39, 5.28, -2.32)
C (-0.23, 4.32, -1.35)
H (-0.89, 2.66, 2.89)
H (-2.19, 3.65, 2.13)
H (-0.77, 4.42, 2.87)
H (-1.50, 6.01, 1.30)
H (-1.76, 7.73, -0.44)
H (-1.06, 7.28, -2.76)
H (-0.07, 5.09, -3.34)
H (0.23, 3.36, -1.56)
C (-0.40, -4.31, 0.20)
Si (0.30, -2.94, -0.95)
C (-0.46, -3.44, -2.66)
C (2.13, -3.49, -1.13)
C (2.89, -3.29, -2.28)
C (4.23, -3.65, -2.35)
C (4.84, -4.24, -1.26)
C (4.10, -4.47, -0.11)
C (2.77, -4.08, -0.04)
H (-0.06, -5.31, -0.10)
H (-1.49, -4.30, 0.20)
H (-0.07, -4.12, 1.22)
H (-0.48, -4.53, -2.77)
H (0.10, -3.03, -3.51)
H (-1.49, -3.08, -2.75)
H (2.42, -2.84, -3.16)
H (4.79, -3.47, -3.26)
H (5.89, -4.52, -1.31)
H (4.57, -4.94, 0.75)
H (2.22, -4.23, 0.88)
Te (-1.39, -1.48, 2.48)
C (-3.27, -2.40, 1.89)
C (-3.59, -3.71, 2.28)
C (-4.84, -4.26, 2.04)
C (-5.82, -3.52, 1.40)
C (-5.53, -2.23, 0.99)
C (-4.28, -1.68, 1.23)
H (-2.83, -4.29, 2.78)
H (-5.05, -5.28, 2.36)
H (-6.80, -3.95, 1.21)
H (-6.29, -1.63, 0.49)
H (-4.07, -0.67, 0.91)